Entry 1:
ORCA calculation (ωB97M-V/def2-TZVPD) on 2 unconnected molecules or ions with the total composition C14H16O at a distorted geometry.

```
31
C14H16O (ωB97M-V/def2-TZVPD)
C 3.8591 -0.9728 2.1801
C 3.0662 -0.6224 0.9507
C 2.7429 -1.5931 -0.0027
C 2.1396 -1.2474 -1.1889
C 1.9126 0.0986 -1.4882
O 1.4567 0.3512 -2.7504
C 2.0594 1.0511 -0.5077
C 2.7000 0.6819 0.6844
H 3.9740 -0.1066 2.8349
H 4.8887 -1.2352 1.9065
H 3.4257 -1.8058 2.7268
H 2.8646 -2.6363 0.2525
H 1.8014 -1.9900 -1.9015
H 1.3357 1.3012 -2.8489
H 1.8874 2.1115 -0.6612
H 2.8729 1.4767 1.3982
C -2.3742 2.4738 -0.3817
C -2.6860 1.0243 -0.1733
C -3.9742 0.5676 -0.4411
C -4.2841 -0.7734 -0.3236
C -3.3196 -1.6781 0.1203
C -2.0579 -1.2271 0.4631
C -1.7679 0.1234 0.3649
H -1.3792 2.7349 -0.0264
H -3.0954 3.1349 0.0998
H -2.3655 2.7057 -1.4447
H -4.7385 1.2919 -0.6891
H -5.2195 -1.1565 -0.7017
H -3.5858 -2.7220 0.2053
H -1.3493 -1.9452 0.8675
H -0.7899 0.5833 0.4764
```

Output
LUMO energy (eV): 0.76
Energy relative to the best compared isomer or geometry (same formula, charge and spin) (eV): 0.349
SMILES: Cc1ccc(O)cc1.Cc1ccccc1
Molar mass (g/mol): 200.28
E_HOMO (eV): -8.41

Entry 2:
ORCA calculation (ωB97M-V/def2-TZVPD) on 2 unconnected molecules or ions with the total composition CH3O3S at a distorted geometry.

```
8
CH3O3S (ωB97M-V/def2-TZVPD)
C 1.0620 -0.4677 -0.2873
O -0.5454 1.6934 -1.2507
O -1.5133 -0.4621 -0.2781
O 0.6749 -1.4247 0.5904
S -0.3366 0.6995 -0.2231
H 2.0192 -0.0372 -0.1420
H -0.2994 -1.4444 0.2664
H -1.0613 1.4430 1.3245
```

Output
LUMO energy (alpha / beta) (eV): 3.92 / 3.93
Energy relative to the best compared isomer or geometry (same formula, charge and spin) (eV): 4.902
Net charge: -1
Molar mass (g/mol): 95.10
E_HOMO (alpha / beta) (eV): -2.81 / -2.79

Entry 3:
ORCA calculation (ωB97M-V/def2-TZVPD) on a molecular structure, C18H32F4Li2N2O26S4 at a distorted geometry.

```
88
C18H32F4Li2N2O26S4 (ωB97M-V/def2-TZVPD)
Li 7.0661 14.0756 -2.1703
Li 6.5082 16.7224 -0.6131
N 7.2131 18.1020 0.6204
S 8.8294 18.0443 0.9096
O 9.2344 17.1389 1.9170
O 9.5242 19.2546 0.7209
F 9.1784 17.2103 -0.4480
S 6.5920 18.3745 2.1053
O 6.8746 19.6889 2.5609
O 6.6820 17.2820 3.0034
F 5.0743 18.4026 1.6668
N 6.3376 14.7417 -0.4896
S 4.6682 14.6681 -0.2659
O 4.2904 15.9117 0.2986
O 4.0996 13.4330 0.0599
F 4.2867 14.9270 -1.8049
S 6.8061 13.6722 0.6522
O 6.9099 12.3476 0.1577
O 6.3129 13.9076 1.9586
F 8.2859 14.1884 0.8053
C 4.9207 9.6605 0.9967
C 6.3472 9.6896 1.5730
O 6.2884 8.6484 2.5530
C 5.1884 7.8796 2.3572
O 4.9293 6.9205 2.9875
O 4.4784 8.3386 1.3004
H 4.8897 9.8862 -0.0688
H 4.2407 10.3755 1.4652
H 6.5333 10.6212 2.0931
H 7.0546 9.4625 0.7766
C 4.2658 15.2362 3.9505
C 4.7924 14.3427 5.0958
O 4.6440 13.0296 4.5705
C 3.7781 13.0350 3.5455
O 3.3735 12.0759 2.9754
O 3.4853 14.3068 3.1867
H 5.0973 15.6095 3.3659
H 3.5768 15.9990 4.2960
H 4.2070 14.5147 6.0004
H 5.8472 14.5109 5.2755
C 10.6113 14.4961 -1.0208
O 10.5182 13.0571 -0.9808
C 9.5525 12.4419 -1.6099
O 8.5765 12.9592 -2.1318
O 9.7776 11.1547 -1.6118
C 8.8086 10.3382 -2.2963
H 10.9406 14.8044 -0.0343
H 9.6706 14.9904 -1.2315
H 11.3549 14.7576 -1.7698
H 9.2439 9.3448 -2.3143
H 8.6159 10.6873 -3.3062
H 7.8837 10.3015 -1.7220
C 9.4569 14.8795 3.9663
O 8.7022 14.1734 4.9594
C 9.1300 14.3006 6.2172
O 10.0931 14.9191 6.5762
O 8.3042 13.6085 7.0123
C 8.4732 13.8463 8.4152
H 9.4007 14.3035 3.0484
H 10.5153 14.9039 4.2264
H 9.0532 15.8766 3.8642
H 9.4252 13.4659 8.7768
H 7.6762 13.2945 8.9070
H 8.3592 14.9085 8.6203
C 2.2070 13.6208 -4.1506
O 1.2315 13.9138 -5.1475
C 0.3922 12.9045 -5.3856
O 0.2809 11.9245 -4.7088
O -0.2744 13.1679 -6.5088
C -1.2182 12.1903 -6.9153
H 2.8404 12.8270 -4.5421
H 1.7376 13.2443 -3.2348
H 2.6755 14.5364 -3.8068
H -1.6458 11.6750 -6.0589
H -0.7990 11.4600 -7.6050
H -2.0031 12.7440 -7.4290
C 1.8431 10.8451 -1.0531
O 2.0932 9.5233 -1.4910
C 1.2283 8.9889 -2.3480
O 0.3329 9.5580 -2.8975
O 1.5859 7.7117 -2.5245
C 0.6134 6.8379 -3.0839
H 2.6698 11.4839 -1.3955
H 1.8887 10.9913 0.0273
H 0.9218 11.2643 -1.4503
H 0.1484 6.2337 -2.3083
H 1.1080 6.2099 -3.8196
H -0.1523 7.4233 -3.5946
```

Output
LUMO energy (eV): -1.91
Molar mass (g/mol): 910.58
E_HOMO (eV): -10.61

Entry 4:
ORCA calculation (ωB97M-V/def2-TZVPD) on a single H6SSi3 molecule at a distorted geometry.

```
10
H6SSi3 (ωB97M-V/def2-TZVPD)
Si 0.3373 1.5627 0.5373
Si 1.0348 -0.7791 -1.4133
Si -1.2294 -0.1815 0.9608
S -1.0543 -1.3923 -0.7764
H 1.1941 1.8311 1.6112
H -0.3113 2.6912 -0.1612
H 1.0157 -0.9740 -2.9312
H 1.9601 -1.7688 -0.7225
H -0.3351 -1.0800 1.6574
H -2.6119 0.0907 1.2379
```

Output
LUMO energy (eV): -1.00
Energy relative to the best compared isomer or geometry (same formula, charge and spin) (eV): 0.000
Molar mass (g/mol): 122.37
E_HOMO (eV): -8.34

Entry 5:
ORCA calculation (ωB97M-V/def2-TZVPD) on a molecular structure, C6H6N at a distorted geometry.

```
13
C6H6N (ωB97M-V/def2-TZVPD)
C -0.1501 -0.6731 -1.1527
C -0.3423 -1.7614 -1.8608
C 0.2277 1.2138 1.5070
C -0.4666 0.8121 -1.1340
C 0.7732 -0.0701 1.8549
C -0.3363 0.7568 0.2201
N -0.0702 -0.5847 0.3294
H -0.0325 -2.5340 -1.2388
H -0.7565 -1.7170 -2.8840
H -0.3440 1.4460 2.3951
H 0.6758 2.1694 1.4450
H -0.5607 1.6337 -1.8650
H 1.3826 -0.6916 2.3837
```

Output
LUMO energy (alpha / beta) (eV): -5.48 / -6.79
Energy relative to the best compared isomer or geometry (same formula, charge and spin) (eV): 6.096
Net charge: +1
Molar mass (g/mol): 92.12
E_HOMO (alpha / beta) (eV): -14.42 / -14.30

Entry 6:
ORCA calculation (ωB97M-V/def2-TZVPD) on 2 unconnected molecules or ions with the total composition C10H16O at a distorted geometry.

```
27
C10H16O (ωB97M-V/def2-TZVPD)
C -0.6835 -1.8994 2.7167
C 0.2592 0.3552 3.1652
C -0.6731 -0.4593 2.4274
C 0.4664 1.6497 2.8564
C -0.2191 2.1695 1.7365
C -1.4792 0.1397 1.4362
C -1.2531 1.4217 1.0645
O 0.0145 3.3327 1.1818
H 0.7198 -0.1187 4.0202
H 1.0919 2.3146 3.4490
H 0.1783 -2.2266 3.2765
H -1.0041 -2.5218 1.8810
H -2.2383 -0.4399 0.9238
H 0.6238 3.8991 1.6843
H -1.7474 1.9271 0.2502
H -1.4857 -2.0549 3.4553
C 0.6232 -0.7520 -2.5424
C 0.6507 -1.8963 -3.5925
C 0.7200 0.5611 -3.3840
H 1.4812 -0.7780 -1.8786
H -0.3577 -0.7640 -2.0588
H 0.0063 -1.6479 -4.4269
H 1.6807 -2.1338 -3.8300
H 1.7638 0.6153 -3.6557
H 0.0900 -2.7606 -3.2326
H 0.7505 1.4122 -2.7262
H 0.0210 0.6554 -4.1971
```

Output
LUMO energy (alpha / beta) (eV): -3.82 / -7.32
Energy relative to the best compared isomer or geometry (same formula, charge and spin) (eV): 0.723
Net charge: +1
2S+1: 2
Molar mass (g/mol): 152.24
E_HOMO (alpha / beta) (eV): -13.45 / -13.45

Entry 7:
ORCA calculation (ωB97M-V/def2-TZVPD) on 2 unconnected molecules or ions with the total composition C4H14N4 at a distorted geometry.

```
22
C4H14N4 (ωB97M-V/def2-TZVPD)
C 0.9583 0.4564 0.0445
C 0.1950 1.5504 -0.6591
C 1.2840 0.3934 1.5460
C -2.9543 -0.4109 -0.7096
N 1.7678 -0.3723 -0.6693
N -0.7564 -0.6921 0.1630
N 2.3464 -1.3509 -0.0226
N -1.9114 -0.2103 0.1770
H -0.2776 2.1648 0.1266
H -0.5348 1.1528 -1.3558
H 0.9862 2.2021 -1.1854
H 0.6019 0.9301 2.2152
H 2.3798 0.6404 1.6727
H 1.2138 -0.5859 1.8758
H -3.7592 -0.8679 -0.0522
H -3.4604 0.6140 -0.8441
H -2.7551 -1.0501 -1.5736
H 1.7560 -0.3583 -1.6260
H -0.3471 -1.0950 -0.6603
H 3.2596 -1.7339 -0.3505
H 2.0825 -1.7114 0.8367
H -2.0750 0.3345 1.0509
```

Output
LUMO energy (alpha / beta) (eV): -7.81 / -12.15
Energy relative to the best compared isomer or geometry (same formula, charge and spin) (eV): 3.025
Net charge: +2
2S+1: 3
Molar mass (g/mol): 118.18
E_HOMO (alpha / beta) (eV): -16.11 / -19.50

Entry 8:
ORCA calculation (ωB97M-V/def2-TZVPD) on 2 unconnected molecules or ions with the total composition CH3Cl2P at a distorted geometry.

```
7
CH3Cl2P (ωB97M-V/def2-TZVPD)
C 0.1147 0.0650 -0.2709
P 0.5345 2.8042 1.5476
Cl -0.4469 3.9584 0.1938
Cl -0.8900 2.9417 2.8958
H -0.9000 0.1581 -0.6922
H 0.5169 -0.7529 0.2881
H 0.5814 0.9447 -0.6533
```

Output
LUMO energy (alpha / beta) (eV): -1.10 / -0.02
Energy relative to the best compared isomer or geometry (same formula, charge and spin) (eV): 3.242
Molar mass (g/mol): 116.91
E_HOMO (alpha / beta) (eV): -8.98 / -8.26

Question: molar mass of number 6 (C10H16O)?
Answer: 152.24 g/mol